6 unconnected molecules or ions with the total composition C33H93FN15O8P5 at a distorted geometry. Source: the Open Molecules 2025 dataset; level of theory: the ωB97M-V functional and the def2-TZVPD basis.

Calculated values
frontier orbital gap = 0.322 Ha
energy above the lowest of the compared OMol25 structures with the same formula, charge and spin = 3.510 eV
HOMO energy = -8.3 eV
structure (SMILES) = CN(C)P(=O)(N(C)C)N(C)C.CN(C)P(=O)(N(C)C)N(C)C.CN(C)P(=O)(N(C)C)N(C)C.CN(C)P(=O)(N(C)C)N(C)C.CN(C)P(=O)(N(C)C)N(C)C.O=C1OC[C@@H](F)O1
E_LUMO = 0.41 eV
spin multiplicity = 1

Geometry (Å):
C: -1.151 -1.878 -4.061
H: 4.145 2.154 -2.788
N: -0.670 -1.429 -0.785
C: 0.218 -5.167 7.127
C: 7.070 5.845 -2.904
H: -1.041 1.724 -0.743
H: 1.499 -0.547 9.247
P: -5.178 -5.016 2.315
C: -3.644 -3.067 3.303
N: 6.320 4.615 -2.628
H: 1.430 7.321 -6.412
H: -5.840 -8.426 1.266
O: 1.742 -0.961 -1.491
H: -4.386 7.630 -4.820
O: 5.381 5.988 -0.584
H: -7.130 -4.235 5.280
N: 0.595 -3.892 6.660
H: -4.430 -2.613 3.907
C: 0.180 1.116 -3.789
H: -2.654 -1.583 -0.122
H: -3.717 5.525 -7.259
H: 2.592 5.501 -1.816
H: 7.784 5.713 -3.717
C: 2.505 -4.748 -0.667
H: 0.495 -6.031 6.508
N: -0.028 -1.609 5.571
H: -0.332 4.382 -3.254
H: 7.664 3.617 -3.993
H: 1.515 6.810 -8.037
C: 2.990 4.631 -2.340
H: -0.059 0.355 -4.523
H: 2.065 -4.209 5.241
H: 0.062 0.220 4.706
P: -1.140 7.002 -5.743
H: -0.360 -0.731 10.004
H: 0.395 -0.415 0.756
H: -0.608 5.994 -3.029
H: -1.766 -4.644 3.172
H: -2.784 4.731 -5.930
H: 0.814 3.950 -5.319
H: -2.125 6.280 -8.278
C: -3.431 5.563 -6.207
C: 3.856 2.449 -1.779
H: -0.404 0.265 6.437
C: -2.127 -1.509 -1.069
C: 5.560 3.167 1.124
H: -5.182 -7.043 0.332
P: 5.443 4.631 -1.178
N: -6.346 -4.354 3.332
C: -6.555 -4.908 4.641
C: -3.728 7.929 -5.641
H: -3.707 -2.643 2.297
O: -5.175 -4.418 0.957
H: 8.199 3.006 0.181
N: -5.326 -6.674 2.347
C: -0.031 4.425 -5.819
H: 0.346 4.778 -6.778
H: -2.427 -0.682 -1.709
C: -0.555 -0.231 5.479
H: 0.762 1.702 -0.824
C: 6.781 3.451 -3.386
N: 0.118 -1.854 -3.357
O: 1.535 -4.743 0.418
C: -0.166 1.692 -1.399
O: -0.686 8.107 -4.885
C: 0.932 7.453 -7.372
H: 1.017 -3.517 -4.321
F: 4.754 -5.644 -0.442
H: 0.575 -5.483 8.124
H: -1.215 -1.140 1.196
H: 6.030 3.043 -4.075
C: 0.186 -2.215 4.231
C: -0.903 -1.131 9.155
H: -3.259 8.908 -5.628
N: 6.159 3.491 -0.173
H: -1.591 -0.450 8.638
H: 7.669 6.198 -2.060
H: -1.656 -1.852 9.482
P: 0.334 -0.867 -1.970
C: 0.932 -3.047 -3.340
H: -4.613 -6.972 4.273
H: -1.968 4.873 -3.589
C: -0.929 5.188 -3.692
H: 6.215 2.632 1.811
H: 2.117 -1.661 7.998
C: -0.297 -1.245 0.618
N: -0.198 0.668 -2.431
N: 3.995 3.899 -1.585
H: -4.313 5.391 -5.583
N: -0.588 5.549 -5.069
N: -0.452 6.961 -7.300
H: 4.745 2.455 0.973
H: -0.293 2.052 -4.091
H: 2.850 -3.752 -0.956
H: 5.226 4.090 1.604
C: -1.093 6.522 -8.527
H: -2.438 -5.980 2.454
O: 1.464 -5.455 2.519
H: -0.634 5.649 -8.994
H: -1.736 -1.001 -3.800
H: -4.475 8.012 -6.447
C: -5.834 -7.340 1.156
H: -0.862 -5.301 7.243
C: 3.435 -5.842 -0.191
H: -8.068 -3.194 3.368
H: 0.225 -1.474 3.435
H: -1.164 7.339 -9.249
C: 1.379 -0.895 8.226
H: -7.167 -5.826 4.594
H: 1.991 -4.996 -1.599
H: -8.134 -4.586 2.134
H: -2.578 -5.928 4.228
C: 1.994 -3.773 6.240
H: 1.242 1.382 -3.776
H: -1.754 -2.757 -3.803
H: -2.331 -2.454 -1.574
C: -7.545 -3.828 2.654
H: 0.202 -2.122 1.043
C: 2.055 -5.374 1.485
H: 6.898 2.617 -2.686
H: 3.390 4.860 -3.334
H: 2.106 4.003 -2.469
O: 3.308 -5.781 1.233
O: -1.831 -2.985 7.132
C: -2.601 -5.329 3.321
H: 2.386 -2.768 6.349
H: 2.590 -4.402 6.909
H: -0.513 -3.010 3.974
H: 1.942 -2.804 -3.013
N: -3.836 -4.520 3.276
H: -5.232 -8.407 3.634
H: -6.873 -7.172 0.855
H: 0.804 8.490 -7.685
H: -0.801 3.675 -6.032
H: 6.402 6.652 -3.208
C: 7.541 3.876 0.070
H: -5.628 -5.228 5.111
H: 4.405 1.853 -1.047
H: 1.420 -0.092 7.492
H: 2.860 2.129 -1.472
H: 1.184 -2.655 4.224
H: -1.619 -0.287 5.238
P: -0.428 -2.571 6.921
N: -2.805 6.862 -5.978
H: -3.630 -7.690 2.981
H: 3.049 -6.814 -0.522
H: 8.072 4.401 -0.732
N: 0.106 -1.677 8.237
H: 0.516 -3.742 -2.601
H: -0.924 -1.946 -5.130
H: 7.732 4.542 0.918
H: -7.174 -3.146 1.887
C: -4.642 -7.542 3.343
H: -0.261 2.718 -1.769
H: -2.716 -2.772 3.788

17 unconnected molecules or ions with the total composition C33H99O33 at a distorted geometry. Source: the Open Molecules 2025 dataset; level of theory: the ωB97M-V functional and the def2-TZVPD basis.

Calculated values
frontier orbital gap = 0.332 Ha
energy above the lowest of the compared OMol25 structures with the same formula, charge and spin = 0.250 eV
HOMO energy = -7.3 eV
charge = -1
E_LUMO = 1.77 eV
spin multiplicity = 1

Geometry (Å):
H: -17.944 10.129 -19.015
H: -15.802 9.880 -16.876
O: -11.708 2.127 -9.431
H: -16.034 6.914 -12.486
O: -22.114 8.119 -19.610
H: -17.556 2.106 -8.678
H: -15.350 0.929 -9.153
O: -17.295 8.566 -16.993
H: -23.652 3.658 -14.945
H: -21.852 9.515 -15.801
H: -20.436 10.849 -18.536
C: -12.999 11.471 -13.009
H: -20.437 6.152 -9.888
C: -11.849 3.156 -13.132
H: -17.570 7.372 -13.628
H: -21.565 9.961 -20.590
H: -14.601 5.905 -14.969
C: -16.866 10.086 -18.742
O: -18.537 5.823 -10.444
H: -17.600 3.737 -12.598
H: -14.795 6.223 -9.946
H: -20.294 8.851 -20.154
O: -22.247 10.141 -13.773
C: -17.820 6.317 -13.614
C: -16.837 2.562 -9.410
C: -20.569 8.577 -14.390
C: -19.930 5.949 -10.845
O: -20.584 4.965 -20.052
C: -14.240 5.913 -10.832
O: -18.900 8.783 -9.682
H: -22.894 8.449 -19.158
H: -21.511 4.796 -11.900
C: -15.445 1.982 -9.271
H: -10.207 2.153 -8.234
H: -15.649 5.024 -11.893
O: -16.703 3.963 -9.155
H: -12.524 7.133 -15.392
C: -19.422 5.765 -19.687
O: -19.488 11.359 -10.546
H: -21.920 7.614 -13.136
C: -17.606 2.091 -13.692
H: -23.321 4.865 -18.062
H: -18.370 1.319 -13.947
H: -21.189 3.401 -13.967
H: -15.321 9.757 -12.139
H: -18.035 5.711 -11.262
O: -14.664 2.354 -10.335
H: -22.738 1.695 -14.325
O: -16.094 9.192 -19.448
O: -15.168 10.706 -12.288
H: -13.017 4.061 -16.105
H: -20.145 12.280 -11.938
H: -9.373 3.405 -10.216
C: -21.378 9.742 -14.803
H: -16.196 8.364 -19.032
C: -23.937 5.796 -17.831
H: -25.085 4.568 -16.782
O: -20.988 4.075 -15.904
H: -19.048 13.897 -15.497
C: -22.466 2.216 -15.223
C: -14.412 6.484 -15.859
H: -18.894 7.836 -9.901
H: -21.332 5.565 -20.121
H: -18.183 5.761 -17.958
H: -17.660 11.256 -9.439
H: -18.211 3.660 -15.012
O: -14.746 4.826 -11.587
H: -19.935 10.638 -10.145
C: -21.202 9.275 -19.793
O: -23.554 3.001 -15.635
C: -10.856 2.940 -8.686
O: -20.108 6.375 -17.425
H: -19.913 8.824 -13.546
H: -15.328 7.005 -16.130
O: -12.274 10.453 -12.261
C: -19.201 5.562 -18.210
C: -17.906 9.410 -10.546
C: -21.041 9.933 -18.495
O: -13.404 7.542 -15.486
H: -18.592 5.498 -20.315
C: -17.396 2.937 -14.900
C: -19.902 13.507 -14.955
C: -16.810 9.889 -17.234
H: -18.259 8.725 -17.100
H: -16.755 1.482 -13.476
C: -13.934 5.481 -16.911
C: -9.979 3.850 -9.466
H: -12.194 9.616 -12.720
O: -22.796 5.818 -15.741
C: -20.464 4.759 -11.548
O: -20.306 3.615 -10.804
H: -16.497 4.547 -14.117
C: -21.154 3.014 -14.974
H: -17.762 5.962 -14.669
H: -15.031 2.436 -8.337
H: -14.845 3.325 -10.535
H: -20.116 6.908 -11.474
H: -20.295 2.320 -15.012
H: -22.647 7.308 -17.172
H: -18.979 6.308 -13.418
O: -20.514 12.470 -12.786
H: -14.615 2.863 -14.568
H: -22.034 10.227 -18.150
H: -13.086 12.267 -12.281
H: -12.414 11.800 -13.903
H: -11.215 4.650 -10.742
H: -14.848 11.695 -14.062
H: -17.433 10.659 -16.657
C: -18.078 10.930 -10.417
H: -18.035 9.073 -11.529
H: -13.729 8.014 -11.164
O: -12.353 4.385 -12.509
H: -13.202 5.616 -10.649
H: -17.234 2.402 -10.401
H: -22.260 6.498 -15.214
H: -14.282 10.056 -14.074
H: -21.735 4.680 -15.910
H: -11.283 3.413 -14.029
O: -16.229 3.725 -14.704
H: -13.296 4.263 -12.412
H: -13.423 6.983 -12.582
O: -10.648 4.965 -10.014
H: -17.389 2.325 -15.790
H: -18.826 12.044 -13.901
H: -20.702 10.582 -14.985
H: -11.421 3.304 -7.835
C: -13.040 2.261 -13.603
H: -12.537 1.240 -13.719
O: -13.652 2.801 -14.748
H: -21.892 10.940 -13.346
O: -15.444 7.646 -12.205
O: -20.393 9.052 -17.592
H: -18.756 13.542 -13.028
O: -17.993 2.873 -12.523
H: -20.352 5.801 -16.688
H: -12.539 2.570 -9.690
H: -17.267 4.432 -9.771
H: -20.233 12.598 -15.488
H: -14.743 4.747 -17.030
O: -12.669 4.833 -16.585
O: -21.412 7.422 -13.971
H: -19.354 3.271 -10.919
H: -19.653 6.789 -19.822
C: -19.400 12.936 -13.646
H: -21.039 14.600 -13.902
H: -11.257 2.632 -12.401
C: -14.134 7.206 -11.732
O: -20.832 14.635 -14.845
H: -9.220 4.328 -8.789
H: -20.428 8.087 -17.874
H: -16.367 11.043 -19.015
H: -16.901 9.150 -10.179
C: -23.373 6.626 -16.759
H: -24.095 6.350 -18.715
H: -13.806 5.901 -17.935
H: -19.424 4.515 -17.891
C: -14.352 10.930 -13.449
H: -13.600 2.177 -12.714
H: -19.983 8.224 -15.286
O: -17.112 5.599 -12.643
H: -17.439 11.484 -11.126
H: -19.922 4.811 -12.488
H: -22.320 1.622 -16.098
H: -24.205 7.267 -16.310
O: -25.246 5.264 -17.407